#w
The following is a DFT calculation (ωB97M-V/def2-TZVPD) of a structure of composition C8H14Br2MgN2.

Output
- E_LUMO: -4.669 eV
- HOMO-LUMO gap: 4.00 eV

ORCA input file:
```
! RIJCOSX wB97M-V def2-TZVPD def2/J DEFGRID3
* xyz 0 1
Mg -1.185 2.804 0.667
Br 0.836 6.119 1.682
Br -5.045 2.725 1.639
C 5.360 1.198 5.595
C 5.785 -0.255 5.562
C 4.612 -1.133 4.961
C 3.532 -0.488 4.124
N 2.685 0.005 3.438
H 4.601 1.280 6.374
H 4.919 1.622 4.693
H 6.025 1.947 6.025
H 6.248 -0.650 6.466
H 6.539 -0.219 4.776
H 4.203 -1.664 5.821
H 4.929 -1.980 4.353
C -5.871 -0.998 -5.079
C -4.821 -0.908 -6.227
C -3.400 -1.327 -5.802
C -2.770 -0.449 -4.740
N -2.393 0.296 -3.949
H -6.062 -2.004 -4.704
H -6.796 -0.713 -5.581
H -5.848 -0.245 -4.291
H -4.838 0.088 -6.670
H -5.198 -1.529 -7.040
H -2.761 -1.181 -6.673
H -3.287 -2.343 -5.423
*
```

=====

#x
The following is a DFT calculation (ωB97M-V/def2-TZVPD) of a structure of composition C8H14Br2MgN2.

Output
- E_LUMO: -2.331 eV
- HOMO-LUMO gap: 6.68 eV

ORCA input file:
```
! RIJCOSX wB97M-V def2-TZVPD def2/J DEFGRID3
* xyz 0 1
Mg 31.548 10.260 6.973
Br 28.739 11.576 7.308
Br 34.149 11.551 7.989
C 29.320 3.233 11.451
C 29.827 4.553 10.873
C 30.499 4.391 9.541
C 30.685 5.757 8.987
N 30.928 6.760 8.490
H 28.944 3.489 12.441
H 30.056 2.443 11.603
H 28.443 2.860 10.922
H 30.446 5.223 11.470
H 28.936 5.172 10.762
H 29.901 3.717 8.929
H 31.460 3.907 9.716
C 30.205 9.842 -0.596
C 30.360 8.443 0.151
C 31.680 8.358 0.872
C 31.637 9.092 2.161
N 31.667 9.590 3.170
H 30.747 9.922 -1.538
H 30.598 10.745 -0.128
H 29.205 10.060 -0.971
H 30.311 7.750 -0.690
H 29.483 8.180 0.742
H 32.426 8.794 0.207
H 31.819 7.296 1.074
*
```

=====

Most favorable structure: #x. The second most favorable one is 100.2 kcal/mol above it.

=====

#w
The following is a DFT calculation (ωB97M-V/def2-TZVPD) of a cluster of 7 separate species, C5H22NO7 in total.

Output
- E_LUMO: 3.118 eV
- HOMO-LUMO gap: 8.49 eV

ORCA input file:
```
! RIJCOSX wB97M-V def2-TZVPD def2/J DEFGRID3
* xyz -1 1
C -0.224 1.380 0.698
O -1.433 1.605 0.078
C 0.470 0.136 -0.013
C 1.277 0.686 -1.211
C 2.708 0.185 -1.226
C 3.703 0.829 -0.592
N 2.821 -0.874 -2.144
H -0.549 1.007 1.660
H 0.199 2.315 0.661
H -0.209 -0.745 -0.190
H 1.130 -0.392 0.590
H 0.729 0.585 -2.121
H 1.361 1.857 -1.036
H 4.446 0.251 -0.147
H 3.406 1.709 -0.162
H 1.944 -1.459 -2.167
H 3.512 -1.497 -2.110
H -1.519 -1.953 -1.806
H -1.334 -2.738 -0.642
O -0.905 -2.698 -1.516
H -1.938 0.820 3.137
H -2.023 -0.774 2.972
O -1.679 0.008 3.519
H -1.585 0.688 -0.679
H -3.084 -0.370 -1.122
O -2.231 -0.455 -1.080
H -2.200 3.544 -1.044
H -1.323 2.542 -1.359
O -1.755 3.307 -1.844
H -2.965 -2.128 1.501
H -2.209 -1.082 0.309
O -2.279 -1.598 1.305
H 1.277 -2.329 2.356
H 0.816 -0.876 2.786
O 1.646 -1.487 2.639
*
```

=====

#x
The following is a DFT calculation (ωB97M-V/def2-TZVPD) of a cluster of 7 separate species, C5H22NO7 in total.

Output
- E_LUMO: 3.263 eV
- HOMO-LUMO gap: 8.26 eV

ORCA input file:
```
! RIJCOSX wB97M-V def2-TZVPD def2/J DEFGRID3
* xyz -1 1
C 0.472 -1.652 -0.915
O 1.126 -0.688 -1.703
C -0.718 -1.115 -0.107
C -1.981 -0.665 -0.918
C -2.108 0.838 -0.922
C -3.050 1.457 -0.200
N -1.101 1.507 -1.595
H 1.138 -2.117 -0.183
H 0.160 -2.445 -1.610
H -0.324 -0.283 0.481
H -1.052 -1.948 0.507
H -2.026 -1.069 -1.944
H -2.805 -1.230 -0.465
H -3.118 2.510 0.020
H -3.768 0.832 0.310
H -0.328 0.974 -1.971
H -0.750 2.290 -1.061
H 1.344 2.870 0.253
H 0.441 3.433 1.473
O 1.025 3.694 0.754
H 2.463 -1.531 3.640
H 1.682 -0.594 2.572
O 1.599 -1.275 3.309
H 1.396 0.056 -1.096
H 2.762 1.680 -0.961
O 1.834 1.628 -0.678
H 0.693 0.044 -4.189
H -0.190 -1.161 -3.695
O -0.079 -0.495 -4.386
H 1.659 1.439 2.123
H 1.971 1.007 0.704
O 2.005 0.654 1.679
H 0.443 -2.898 3.082
H -0.493 -2.482 4.113
O -0.324 -3.265 3.580
*
```

=====

Most favorable structure: #x. The second most favorable one is 79.7 kcal/mol above it.

=====

#w
The following is a DFT calculation (ωB97M-V/def2-TZVPD) of a cluster of 2 separate species, CH3N3O3 in total.

Output
- E_LUMO (alpha / beta): -0.830 / -0.841 eV
- HOMO-LUMO gap (alpha / beta): 8.51 / 8.94 eV

ORCA input file:
```
! RIJCOSX wB97M-V def2-TZVPD def2/J DEFGRID3
* xyz 0 1
C -1.436 -1.257 -0.210
N 0.882 -0.918 -0.231
N -0.257 -1.516 -0.346
N 0.946 1.570 0.742
O -2.602 -1.434 -0.158
O -0.975 1.011 -0.604
O 0.267 1.075 -0.476
H 1.251 -1.021 -1.129
H 0.255 1.625 1.492
H 1.668 0.866 0.920
*
```

=====

#x
The following is a DFT calculation (ωB97M-V/def2-TZVPD) of an isolated molecule of CH3N3O3.

Output
- E_LUMO: -0.155 eV
- HOMO-LUMO gap: 10.46 eV
- SMILES: NO/C=N/[N+](=O)[O-]

ORCA input file:
```
! RIJCOSX wB97M-V def2-TZVPD def2/J DEFGRID3
* xyz 0 1
N 0.034 -0.387 -0.967
O -0.310 0.318 0.232
C -0.221 -0.162 1.390
N 0.228 -1.286 1.866
N 0.105 -1.793 3.149
O -0.644 -1.268 3.884
O 0.788 -2.766 3.329
H -0.047 -1.342 -0.589
H 1.108 -0.364 -1.073
H -0.545 0.557 2.054
*
```

=====

Most favorable structure: #x. The second most favorable one is 48.4 kcal/mol above it.

=====

#w
The following is a DFT calculation (ωB97M-V/def2-TZVPD) of a structure of composition C5H14N4O.

Output
- E_LUMO: 0.751 eV
- HOMO-LUMO gap: 8.56 eV

ORCA input file:
```
! RIJCOSX wB97M-V def2-TZVPD def2/J DEFGRID3
* xyz 0 1
C 1.343 0.497 -0.551
C 1.567 1.980 -0.304
C -1.261 0.609 0.054
N -1.194 1.431 1.187
N -1.941 0.798 -1.020
H -0.423 1.222 1.809
H -1.307 2.409 0.964
H -2.169 1.767 -1.201
H 2.332 0.034 -0.467
H 1.040 0.268 -1.573
H 2.478 2.326 -0.800
H 1.733 2.191 0.754
H 0.765 2.583 -0.734
C 1.083 -2.208 -0.106
N -1.199 -0.802 0.486
C 0.710 -0.968 0.645
N -1.812 -1.746 -0.395
O 0.869 -0.702 1.814
H -1.331 -0.928 1.489
H -2.663 -2.077 0.050
H -2.102 -1.161 -1.193
H 2.163 -2.324 -0.087
H 0.551 -3.060 0.323
H 0.768 -2.139 -1.144
*
```

=====

#x
The following is a DFT calculation (ωB97M-V/def2-TZVPD) of an isolated molecule of C5H14N4O.

Output
- E_LUMO: 0.882 eV
- HOMO-LUMO gap: 9.52 eV
- SMILES: CN(C)NC[C@H](N)C(N)=O

ORCA input file:
```
! RIJCOSX wB97M-V def2-TZVPD def2/J DEFGRID3
* xyz 0 1
C -1.765 -0.016 1.465
N -1.064 0.489 0.282
C -1.968 1.311 -0.532
N 0.194 1.362 0.879
C 1.492 0.884 0.401
C 1.475 -0.602 0.024
N 2.682 -1.042 -0.657
C 0.153 -0.903 -1.038
N -0.316 -2.207 -0.920
O 0.235 -0.385 -2.154
H -1.090 -0.641 2.057
H -2.119 0.801 2.101
H -2.638 -0.618 1.186
H -2.840 0.737 -0.866
H -2.333 2.172 0.038
H -1.431 1.687 -1.406
H 0.094 2.310 0.502
H 1.808 1.517 -0.443
H 2.207 1.060 1.213
H 1.286 -1.232 0.899
H 3.500 -0.565 -0.287
H 2.628 -0.808 -1.650
H -0.612 -2.432 0.023
H 0.421 -2.878 -1.117
*
```

=====

Most favorable structure: #x. The second most favorable one is 20.4 kcal/mol above it.

=====

#w
The following is a DFT calculation (ωB97M-V/def2-TZVPD) of a cluster of 2 separate species, C4H8N2O in total.

Output
- E_LUMO (alpha / beta): 0.746 / -3.770 eV
- Expectation value of S²: 2.011
- HOMO-LUMO gap (alpha / beta): 7.39 / 7.55 eV

ORCA input file:
```
! RIJCOSX wB97M-V def2-TZVPD def2/J DEFGRID3
* xyz 0 3
C -0.624 -1.906 0.749
C 0.926 0.702 1.649
C -0.214 0.557 0.628
C 0.008 -0.859 0.015
N -1.252 -2.520 1.484
N 0.445 -0.974 -1.122
O -0.642 0.679 -2.956
H 1.788 0.547 1.067
H 1.051 -0.041 2.495
H 0.932 1.695 2.067
H -1.134 0.568 1.236
H -0.161 1.290 -0.083
H -0.366 -0.224 -2.842
H 0.829 -0.127 -1.305
H -1.586 0.612 -3.083
*
```

=====

#x
The following is a DFT calculation (ωB97M-V/def2-TZVPD) of a cluster of 2 separate species, C4H8N2O in total.

Output
- E_LUMO (alpha / beta): 1.024 / -1.912 eV
- Expectation value of S²: 2.006
- HOMO-LUMO gap (alpha / beta): 5.82 / 9.79 eV

ORCA input file:
```
! RIJCOSX wB97M-V def2-TZVPD def2/J DEFGRID3
* xyz 0 3
C 0.105 1.265 0.365
C -0.643 0.230 0.021
C -0.364 -0.605 -1.191
C -1.824 -0.218 0.828
N 3.051 -0.210 0.132
N 2.772 -1.132 0.673
O 3.334 0.742 -0.449
H 0.937 1.594 -0.232
H -0.088 1.836 1.257
H 0.503 -0.249 -1.740
H -1.226 -0.595 -1.857
H -0.185 -1.639 -0.894
H -2.154 0.562 1.511
H -1.569 -1.103 1.411
H -2.649 -0.479 0.167
*
```

=====

Most favorable structure: #w. The second most favorable one is 21.9 kcal/mol above it.

=====

#w
The following is a DFT calculation (ωB97M-V/def2-TZVPD) of a cluster of 2 separate species, C2H6O2S2 in total.

Output
- E_LUMO: 0.582 eV
- HOMO-LUMO gap: 9.64 eV
- SMILES: O=CO.CSS

ORCA input file:
```
! RIJCOSX wB97M-V def2-TZVPD def2/J DEFGRID3
* xyz 0 1
O 3.869 -2.624 1.330
C 3.437 -1.862 0.469
O 2.133 -1.303 0.416
H 3.955 -1.626 -0.494
H 1.721 -1.948 1.091
C -0.879 0.392 0.890
S -1.083 0.884 -0.866
S -2.857 1.764 -0.729
H -0.617 -0.685 1.125
H -0.052 0.932 1.395
H -1.819 0.664 1.459
H -3.517 0.541 -1.172
*
```

=====

#x
The following is a DFT calculation (ωB97M-V/def2-TZVPD) of an isolated molecule of C2H6O2S2.

Output
- E_LUMO: -0.545 eV
- HOMO-LUMO gap: 8.75 eV
- SMILES: CS1(C)(=O)OS1

ORCA input file:
```
! RIJCOSX wB97M-V def2-TZVPD def2/J DEFGRID3
* xyz 0 1
C 0.163 0.288 -1.420
S 1.131 0.379 0.014
C -0.016 0.083 1.425
O 1.298 1.838 0.289
O 1.424 -1.315 0.021
S 3.004 -0.412 -0.233
H -0.206 1.290 -1.553
H 0.631 -0.149 -2.336
H -0.615 -0.333 -1.088
H -1.032 0.175 0.964
H 0.180 -0.878 1.765
H 0.182 0.889 2.213
*
```

=====

Most favorable structure: #w. The second most favorable one is 84.1 kcal/mol above it.